The following is a quantum chemistry calculation of C8H16F12LiO6P2 as an isolated structure, from OMol25.

XYZ file:
```
45
Properties=species:S:1:pos:R:3:forces:R:3:nbo_charge:R:1
Li -1.346748 0.220808 -1.705429 -0.30 -0.03 -0.37 0.992
P -4.385898 3.346638 -2.824689 -0.68 -1.90 -0.93 2.607
F -2.980838 2.618908 -3.249529 0.85 -0.17 0.07 -0.625
F -3.688428 4.131478 -1.619959 0.93 1.24 -0.38 -0.595
F -4.077218 4.399888 -3.983839 -0.11 0.77 0.45 -0.581
F -5.773708 4.023438 -2.441109 -0.38 0.46 0.13 -0.587
F -5.201808 2.393768 -3.889959 0.44 0.41 -0.14 -0.603
F -4.559448 2.154098 -1.769899 -0.65 -1.12 1.04 -0.613
P -1.104298 -3.661422 -4.130739 0.30 0.84 -1.17 2.600
F -2.160198 -4.924162 -4.312729 0.96 1.25 -0.35 -0.587
F -0.531848 -3.723722 -5.637109 -0.96 -0.28 -0.06 -0.582
F -2.242268 -2.520272 -4.553189 0.38 -1.18 -0.25 -0.602
F -0.078418 -2.410372 -3.850229 0.42 0.79 -0.10 -0.629
F -1.558208 -3.484532 -2.642209 -0.96 -0.30 2.07 -0.602
F 0.088032 -4.640322 -3.683779 -0.15 -0.78 0.19 -0.596
C 6.702572 1.790338 0.714921 2.91 -0.51 0.98 -0.612
C 5.975572 2.836318 -0.017189 -0.57 -0.89 -0.25 -0.071
O 4.727862 2.129648 -0.019169 -4.18 0.88 -0.97 -0.524
C 3.582232 2.563088 -0.690259 -2.61 -2.69 0.20 1.006
O 2.457212 1.957288 -0.684089 4.77 2.33 0.52 -0.647
O 3.845702 3.618988 -1.426939 0.30 1.14 0.27 -0.523
C 2.779842 4.421508 -1.986119 0.24 -0.84 -1.37 -0.259
H 6.387632 1.742118 1.757311 -0.62 -0.25 -0.20 0.218
H 7.739662 2.092758 0.860081 0.42 -0.04 -0.34 0.198
H 6.704052 0.805218 0.248391 -0.21 0.16 0.05 0.223
H 6.246412 2.999708 -1.060279 0.39 0.22 0.25 0.194
H 6.062662 3.717188 0.618881 -0.86 0.48 -0.47 0.184
H 2.105542 4.843978 -1.241159 0.25 -0.14 -0.08 0.208
H 2.274662 3.836488 -2.754669 -0.59 -0.38 0.58 0.205
H 3.268432 5.138518 -2.645889 0.24 0.48 0.80 0.200
C -1.184208 -2.927502 5.965561 -0.92 0.35 0.72 -0.658
C -0.756398 -3.546272 4.624731 -0.49 1.22 0.29 -0.052
O -0.804238 -2.445542 3.604641 0.99 0.20 0.01 -0.529
C -1.806468 -2.063932 2.795071 0.18 1.89 -0.06 1.004
O -1.803648 -0.979832 2.135151 -0.15 -4.57 2.29 -0.642
O -2.784988 -2.989202 2.928941 0.75 1.18 -1.36 -0.517
C -3.963228 -2.730942 2.181241 -1.72 -1.06 0.92 -0.267
H -1.204868 -3.521532 6.879231 0.47 -1.07 -0.44 0.223
H -2.228008 -2.613542 5.962431 -0.14 0.15 -0.60 0.216
H -0.648238 -2.056992 6.343761 0.47 0.14 -0.86 0.224
H -1.360998 -4.410432 4.349451 -0.17 0.34 -0.16 0.204
H 0.282622 -3.872442 4.671171 -0.02 0.32 -0.35 0.199
H -3.959948 -2.884842 1.102161 0.85 0.69 0.01 0.211
H -4.433678 -1.825252 2.564001 0.18 0.23 -0.66 0.199
H -4.602458 -3.549122 2.513011 -0.24 0.02 0.09 0.188
```
Forces are in eV/Å.

Results
total energy: -2654.99203 Eh
charge: -1
molecular weight: 505.075 g mol⁻¹
relative energy (zero: lowest compared OMol25 entry of this formula, charge and spin): 139.93 kcal per mole
E_HOMO: -8.88 eV
F_max: 0.1037 Eh/bohr
LUMO level: 1.031 eV

---

The following is a quantum chemistry calculation of one molecule with the formula C8H16F4OSi, from OMol25.

XYZ file:
```
30
Properties=species:S:1:pos:R:3:forces:R:3:nbo_charge:R:1
C 0.367115 2.764157 0.896687 -1.59 2.42 0.27 -0.218
O 0.591763 1.696639 0.092296 1.04 -1.30 -0.74 -0.898
Si 0.432011 0.071444 0.208074 -0.28 -0.39 0.12 1.934
C 0.764842 -0.848253 1.908607 -1.21 2.85 -1.85 -1.087
C 1.388696 -0.485730 -1.282248 -0.77 2.57 -1.86 -0.945
C 2.834882 -0.129826 -1.311487 0.14 0.46 -0.77 0.068
F 3.363017 -0.568268 -0.119714 0.72 0.01 0.90 -0.375
C -1.396974 -0.361979 -0.187812 0.29 -0.78 -1.21 -0.630
C -2.147584 0.885108 0.166811 -3.94 0.46 1.46 0.045
F -1.891321 1.371602 1.503686 0.24 -1.10 -0.47 -0.407
C -1.718379 -0.753430 -1.703240 1.03 1.37 1.30 0.065
F -1.749130 0.431791 -2.485902 0.10 -0.89 0.29 -0.383
C -1.869606 -1.526949 0.680466 0.56 -1.45 -0.51 0.054
F -3.239598 -1.778746 0.578575 -0.19 -0.17 -0.72 -0.383
H -0.396463 3.439396 0.394358 0.54 -0.72 0.77 0.164
H 1.201396 3.421600 1.079888 0.94 -0.09 -0.36 0.169
H 0.022480 2.473690 1.867090 -0.47 -0.03 0.59 0.179
H 0.093012 -0.308691 2.586654 0.24 -0.25 0.21 0.240
H 0.468691 -1.849337 1.820553 -0.23 -1.46 -0.01 0.231
H 1.769371 -0.720862 2.169297 1.48 -0.02 0.64 0.245
H 1.318014 -1.493095 -1.172751 0.05 -3.51 0.00 0.217
H 0.922307 -0.274073 -2.321783 0.50 0.09 1.82 0.253
H 3.037438 0.952080 -1.439607 -0.19 -0.50 0.25 0.170
H 3.348475 -0.673197 -2.102344 0.17 0.03 -0.14 0.159
H -1.966189 1.778741 -0.414179 0.09 -0.35 -0.65 0.208
H -3.316626 0.664997 0.242746 2.32 0.53 -0.60 0.186
H -0.884759 -1.399378 -2.103197 -1.42 0.36 0.28 0.184
H -2.737464 -1.143084 -1.650234 0.28 -0.37 -0.71 0.191
H -1.312579 -2.568390 0.564581 -1.03 2.28 -0.01 0.178
H -1.798040 -1.160380 1.659348 0.58 -0.02 1.69 0.184
```
Forces are in eV/Å.

Results
total energy: -1078.60382 Eh
SMILES: CO[Si@](C)(CCF)C(CF)(CF)CF
molecular weight: 232.293 g mol⁻¹
relative energy (zero: lowest compared OMol25 entry of this formula, charge and spin): 0.00 kcal per mole
E_HOMO: -9.92 eV
F_max: 0.0823 Eh/bohr
LUMO level: 0.728 eV

---

Among the records above, which one has the lowest total energy? C8H16F12LiO6P2

---

What is the E_HOMO in the first record? -8.88 eV

---

The highest LUMO level belongs to which entry? C8H16F12LiO6P2